(1)
102
Properties=species:S:1:pos:R:3:forces:R:3 method="wB97M-V/def2-TZVPD" mol_weight_da=830.62 fmax_ev_per_a=5.6 lumo_energy_ev=-4.74 gap_ev=5.62 e_tot_ha=-3210.981076 total_charge=+1
O -2.247644 -1.143571 2.318225 3.68 0.07 1.12
P -0.781611 -1.378802 2.715670 -3.85 -3.82 -1.42
O -0.698076 -2.196913 4.222130 0.00 1.50 -3.09
O -0.054969 -2.464063 1.596555 -0.48 2.45 1.70
P 0.307184 0.492828 2.965306 0.73 0.80 1.96
N 0.067157 1.588605 1.539501 2.00 1.86 1.35
C 0.691588 2.868474 1.705377 -1.48 0.98 -4.27
C 0.556362 3.848358 0.480718 -1.97 -4.99 -0.04
C -0.236439 3.221833 -0.688730 0.77 -0.32 2.34
C -0.848915 1.806274 -0.593594 1.70 1.55 2.14
I -1.997377 0.903249 -2.229192 1.14 0.90 1.67
N -0.647222 1.043178 0.569888 -0.17 2.60 -3.64
H -1.585407 -2.627507 4.320465 0.74 0.52 -0.11
H 0.093595 -1.978549 0.749494 -0.27 -0.47 0.76
H 1.693855 0.135036 2.860098 -0.66 0.06 -0.59
H 1.269272 3.185083 2.647306 -1.16 -1.13 -1.51
H 1.031776 4.880633 0.469233 -0.81 -1.65 -0.01
H -0.391569 3.808553 -1.657368 0.27 -0.95 1.60
C 5.400193 1.295577 2.348023 -0.04 0.18 0.12
C 4.270848 0.907009 1.436040 0.30 -0.49 -0.54
O 3.170454 1.463942 1.480089 -0.49 0.20 0.13
N 4.485072 -0.087997 0.542611 -0.29 0.65 0.75
C 5.690913 -0.861126 0.330397 -0.17 -0.25 -0.40
H 5.074235 2.104132 3.003356 -0.06 -0.12 -0.12
H 5.692465 0.445423 2.967973 0.14 0.06 -0.09
H 6.251396 1.647909 1.761212 0.02 -0.17 0.03
H 3.679444 -0.289875 -0.032981 0.16 0.00 -0.02
H 6.007695 -0.720103 -0.704182 0.23 -0.02 0.14
H 5.454224 -1.914966 0.490974 0.22 -0.01 0.03
H 6.495151 -0.564152 0.999412 -0.16 0.07 -0.09
C -6.086258 2.073787 5.477228 -0.11 0.04 0.10
C -4.594987 1.915548 5.356874 0.50 0.15 0.35
O -3.825052 2.322885 6.217550 -0.15 -0.05 -0.17
N -4.104108 1.296816 4.247869 -0.23 0.22 0.24
C -4.835299 0.748811 3.126000 0.40 -0.16 -0.01
H -6.320749 2.583819 6.411729 0.18 -0.07 -0.11
H -6.468804 2.675466 4.649969 -0.11 -0.17 0.00
H -6.569093 1.094123 5.487835 -0.10 0.11 -0.16
H -3.096422 1.229138 4.241082 -0.14 -0.07 0.01
H -4.596775 -0.313716 3.051553 -0.20 0.03 -0.24
H -4.497187 1.255364 2.218979 -0.22 -0.15 -0.16
H -5.911283 0.873128 3.231538 0.13 0.05 0.10
C -8.061671 -3.567001 4.075823 -0.04 0.24 -0.18
C -8.105920 -2.460305 3.058078 -0.51 0.33 0.00
O -8.976946 -1.599031 3.067750 0.22 -0.08 -0.01
N -7.136158 -2.430979 2.101127 -0.13 -0.01 0.25
C -6.029464 -3.345041 1.916900 -0.05 0.40 -0.32
H -8.895557 -3.455548 4.768036 0.13 0.08 -0.16
H -8.151227 -4.536116 3.580956 0.19 -0.03 0.16
H -7.132969 -3.517272 4.644946 -0.10 -0.23 -0.09
H -7.233871 -1.659752 1.455938 0.01 -0.12 0.06
H -5.099187 -2.774719 1.977645 0.17 -0.25 0.00
H -6.111324 -3.786635 0.921128 0.21 -0.20 0.08
H -6.019395 -4.135713 2.664317 -0.10 0.13 -0.04
C -9.222383 -5.727414 7.610076 -0.15 0.03 -0.08
C -7.752262 -5.590500 7.321378 0.48 0.10 -0.27
O -7.336575 -5.155632 6.253528 -0.09 -0.24 0.35
N -6.872947 -5.966554 8.288759 -0.40 0.12 -0.30
C -7.159000 -6.498949 9.604140 0.50 0.04 -0.08
H -9.793393 -5.388220 6.745438 0.19 -0.03 0.07
H -9.472561 -6.773290 7.800330 -0.07 0.10 0.14
H -9.496220 -5.110136 8.468419 -0.06 -0.17 0.03
H -5.906623 -5.845103 8.020528 -0.12 -0.03 0.06
H -6.715812 -5.832962 10.347466 -0.16 -0.15 0.19
H -6.692324 -7.482913 9.684690 -0.16 -0.02 0.24
H -8.227228 -6.588515 9.789220 0.11 0.05 -0.11
C 4.565373 3.193346 -1.520376 -0.13 -0.06 -0.05
C 6.056569 3.135375 -1.324166 0.51 -0.15 0.11
O 6.627869 2.109757 -0.971015 -0.22 0.01 0.08
N 6.776828 4.266504 -1.550234 -0.39 -0.44 0.09
C 6.299504 5.567681 -1.967771 0.52 -0.01 0.06
H 4.132771 2.216544 -1.302322 0.18 0.10 -0.01
H 4.125806 3.925492 -0.838724 -0.04 0.06 -0.14
H 4.332302 3.450212 -2.556587 -0.14 0.06 0.08
H 7.768627 4.146444 -1.397461 -0.10 0.04 -0.04
H 6.790609 5.823915 -2.908820 -0.20 0.24 0.00
H 6.585224 6.296290 -1.206238 -0.17 0.18 -0.16
H 5.220218 5.589140 -2.103880 0.12 -0.11 0.03
C 4.672541 4.347769 -5.715216 -0.02 0.17 0.11
C 4.195030 2.922468 -5.780204 -0.19 -0.74 -0.09
O 3.250011 2.519672 -5.106395 0.03 0.25 0.16
N 4.840694 2.068928 -6.614978 -0.32 0.58 0.44
C 5.965054 2.341371 -7.485132 -0.04 -0.33 -0.12
H 4.058333 4.904079 -5.006021 -0.01 -0.18 -0.09
H 5.709588 4.380473 -5.373661 0.01 0.09 -0.19
H 4.580454 4.820134 -6.695370 0.20 0.03 0.07
H 4.461927 1.132018 -6.602117 0.15 0.06 -0.08
H 5.665745 2.115069 -8.508994 0.31 0.06 0.01
H 6.784827 1.680301 -7.199548 0.10 0.13 -0.25
H 6.294927 3.376816 -7.423045 -0.14 -0.07 0.12
C 3.560938 -0.594918 -9.780562 -0.12 0.06 0.09
C 5.053185 -0.746884 -9.902538 0.58 -0.04 0.04
O 5.823149 -0.330102 -9.044102 -0.27 0.00 0.01
N 5.543783 -1.368808 -11.007073 -0.29 0.26 0.43
C 4.810418 -1.926434 -12.123776 0.49 -0.06 -0.07
H 3.324971 -0.080391 -8.848575 0.14 -0.06 -0.11
H 3.174280 0.000064 -10.610715 -0.10 -0.16 0.01
H 3.083037 -1.576750 -9.763339 -0.09 0.11 -0.14
H 6.552251 -1.432070 -11.016200 -0.12 -0.01 -0.02
H 5.050466 -2.989237 -12.195072 -0.22 0.00 -0.18
H 5.141017 -1.425011 -13.035646 -0.23 -0.13 -0.11
H 3.735061 -1.804602 -12.012959 0.14 0.03 0.07

***

(2)
97
Properties=species:S:1:pos:R:3:forces:R:3 method="wB97M-V/def2-TZVPD" mol_weight_da=657.23 fmax_ev_per_a=3.2 lumo_energy_ev=-4.59 gap_ev=6.11 e_tot_ha=-3102.205865 total_charge=+1
C 2.445400 -1.644484 2.833849 -0.44 0.17 0.22
N 2.998292 -0.761569 1.796203 -0.13 -0.09 -0.17
C 2.375264 0.469125 1.688588 -0.20 0.18 0.02
N 0.998759 0.660478 1.492587 0.11 -0.35 0.08
Cl 0.183694 0.818996 3.010091 0.00 0.07 0.07
C 0.346118 -0.310596 0.580643 0.14 0.32 -0.20
C -0.640691 0.360539 -0.357533 -0.41 0.25 0.33
C -1.663358 1.221633 0.381842 0.32 -0.52 -0.34
C -2.882668 1.653059 -0.421703 0.22 0.13 0.65
C -3.720272 2.558630 0.472528 0.14 0.48 -0.27
O -4.623861 1.788190 1.263691 0.45 -0.64 0.46
C -4.363328 1.752245 2.604345 -0.17 2.34 1.69
C -4.206589 0.379871 3.197929 -0.55 0.15 -0.04
O -4.284450 2.774678 3.295819 0.16 -2.23 -1.91
N 3.117442 1.531037 1.771769 0.63 0.35 -1.09
C 2.596287 2.896003 1.637857 -0.53 0.53 0.44
C 2.101975 3.492727 2.976649 0.16 0.98 0.00
C 3.050586 4.630524 3.447275 -0.27 -0.95 0.33
C 0.679694 4.062576 2.830637 0.23 -0.53 -0.17
P 4.861996 1.396961 2.155380 1.01 -1.18 2.82
O 5.534656 2.767772 1.769843 -0.78 0.16 -0.96
O 5.545705 0.364663 1.190067 -0.60 0.36 -0.52
S 5.029655 0.986823 4.013162 -0.28 0.07 -0.35
H 3.159918 -2.411420 3.092127 0.27 -0.12 -0.17
H 1.496641 -2.095748 2.562932 -0.14 -0.18 -0.17
H 2.272128 -1.056951 3.725464 0.11 0.14 0.21
H 3.089885 -1.230382 0.905053 0.30 -0.04 -0.08
H -0.119891 -1.108570 1.148933 -0.09 -0.16 0.12
H 1.131136 -0.720501 -0.047402 0.24 -0.27 0.05
H -1.128694 -0.445896 -0.898195 -0.17 -0.11 -0.18
H -0.125759 0.978249 -1.087579 0.23 0.01 -0.18
H -1.975324 0.663317 1.259591 -0.34 -0.05 0.20
H -1.144379 2.099996 0.757145 0.02 0.24 0.07
H -2.588493 2.205483 -1.309105 0.09 0.03 -0.21
H -3.458052 0.782475 -0.716246 -0.19 -0.10 -0.20
H -3.043543 3.100239 1.127139 -0.05 0.22 0.24
H -4.248740 3.315418 -0.093392 -0.46 -0.08 -0.11
H -4.451360 0.433730 4.248114 0.01 0.05 0.27
H -4.853756 -0.352174 2.728578 0.07 -0.06 -0.21
H -3.175588 0.055303 3.109933 0.22 -0.06 -0.15
H 1.789433 2.925073 0.919063 -0.16 -0.45 -0.20
H 3.369242 3.541134 1.248645 0.34 -0.21 -0.27
H 2.132928 2.744252 3.758221 -0.13 -0.38 -0.05
H 2.464975 5.387485 3.947721 0.02 0.39 0.01
H 3.734013 4.244354 4.198608 0.38 0.01 -0.02
H 3.603526 5.056887 2.617469 0.03 0.38 -0.10
H 0.128775 3.557468 2.042607 -0.14 -0.03 -0.12
H 0.113521 3.907866 3.739138 -0.10 0.23 0.28
H 0.730998 5.116936 2.595257 -0.16 0.25 -0.06
H 5.223647 3.471170 2.355790 0.31 0.24 0.23
H 5.167789 0.331076 0.300266 0.34 -0.09 -0.25
C 5.736607 1.936230 -2.093156 -0.05 -0.24 -0.08
O 5.179940 0.900275 -2.868641 -0.02 0.14 -0.18
C 3.818162 1.068193 -3.221953 0.03 -0.03 0.14
C 3.544557 0.786859 -4.686134 -0.06 -0.21 -0.18
O 4.121862 1.689111 -5.603298 -0.07 0.15 0.03
C 5.529677 1.699366 -5.799473 0.10 0.11 0.03
C 6.113979 0.469564 -6.458261 0.21 -0.13 0.08
O 6.050404 -0.671814 -5.618466 -0.38 0.09 0.01
C 5.610003 -1.853606 -6.257215 0.16 0.00 0.07
H 5.603830 1.715765 -1.026008 0.05 0.31 0.06
H 6.804494 1.985072 -2.300442 0.01 -0.07 0.06
H 5.295003 2.908849 -2.324846 -0.03 0.01 0.04
H 3.476754 2.081974 -2.983000 0.07 0.04 -0.02
H 3.219083 0.358856 -2.628722 -0.13 0.05 -0.04
H 2.465983 0.902639 -4.825842 -0.01 0.02 0.02
H 3.778676 -0.248459 -4.939532 0.20 -0.01 0.13
H 6.056862 1.937470 -4.874498 0.01 -0.19 0.07
H 5.705047 2.534771 -6.480333 -0.05 0.00 -0.02
H 7.169693 0.675300 -6.672621 -0.03 0.10 -0.14
H 5.603825 0.286885 -7.408793 -0.06 -0.03 0.02
H 4.827394 -1.649321 -6.993925 0.01 0.02 -0.02
H 5.196886 -2.510836 -5.491947 0.07 -0.01 0.02
H 6.442365 -2.366479 -6.747863 -0.05 -0.02 -0.08
C -3.788658 -2.303485 0.339532 0.11 -0.07 0.17
O -4.895818 -2.746826 1.079468 -0.13 -0.02 -0.19
C -6.103561 -2.030626 0.858032 0.06 0.02 0.05
C -7.294281 -2.941114 0.644990 -0.17 -0.14 0.14
O -7.275751 -3.720417 -0.536157 -0.03 0.09 -0.11
C -6.353781 -4.789603 -0.667547 0.11 0.02 -0.09
C -6.576794 -5.974627 0.247244 0.18 -0.11 0.13
O -6.304168 -5.668071 1.603875 -0.23 0.26 -0.06
C -7.268934 -6.136314 2.524268 0.16 -0.05 0.02
H -3.230083 -1.537184 0.897401 0.01 0.08 -0.13
H -3.132274 -3.161159 0.178454 0.02 0.02 0.04
H -4.071713 -1.905256 -0.640202 -0.04 0.03 0.02
H -6.005045 -1.359526 -0.001549 0.06 -0.03 -0.03
H -6.306065 -1.414826 1.742986 -0.16 0.04 -0.09
H -8.163605 -2.288844 0.530951 0.01 0.02 -0.02
H -7.484809 -3.556622 1.525476 0.22 -0.05 0.04
H -5.322830 -4.435682 -0.606239 0.02 -0.01 0.21
H -6.498385 -5.151253 -1.688446 -0.04 0.01 0.00
H -5.889867 -6.771992 -0.064133 -0.10 -0.04 -0.15
H -7.600462 -6.341430 0.124598 -0.04 0.04 0.04
H -8.283358 -6.061699 2.121683 0.00 -0.01 -0.02
H -7.207921 -5.511979 3.415388 0.06 -0.03 0.01
H -7.068237 -7.174271 2.807492 -0.09 -0.03 0.00